Density functional theory data (the ωB97M-V functional and the def2-TZVPD basis) for C21H34N4O4Pt as an isolated structure.

* energy above the lowest of the compared OMol25 structures with the same formula, charge and spin: 0.0 kJ/mol
* total charge: +2
* largest force on an atom: 0.2 eV Å⁻¹
* HOMO: -13.58 eV
* E: -39711.4802 eV

Geometry as XYZ:
```
64
Properties=species:S:1:pos:R:3:forces:R:3:lowdin_charge:R:1
Pt 0.1040 -0.7158 -0.8826 -0.02 0.11 -0.06 1.267
C 3.9910 2.5242 0.1916 0.01 0.00 -0.02 0.012
N 3.6025 1.2215 -0.3508 -0.04 -0.02 0.00 -0.104
C 4.7110 0.2890 -0.5843 0.00 -0.01 0.01 0.024
C 2.3588 0.8382 -0.5164 0.00 0.19 0.06 -0.354
O 2.0887 -0.3393 -0.9064 0.00 -0.17 -0.02 -0.124
C 1.2353 1.8357 -0.2245 0.18 0.04 -0.05 -0.055
O 0.0128 1.2731 -0.7383 -0.07 0.04 0.07 -0.283
C -1.2398 1.7396 -0.1825 -0.04 -0.07 -0.05 -0.051
C -2.2552 0.6057 -0.3064 -0.09 0.20 0.05 -0.357
O -1.8948 -0.5538 -0.6736 0.04 -0.23 -0.06 -0.123
N -3.5112 0.8538 -0.0194 0.03 -0.01 0.01 -0.102
C -3.9969 2.1352 0.4924 -0.01 0.01 -0.02 0.009
C -4.5208 -0.2080 -0.0870 0.00 0.00 0.01 0.024
H 4.8598 2.8805 -0.3571 0.00 0.00 0.00 0.110
H 4.2558 2.4255 1.2445 0.00 -0.01 0.00 0.115
H 3.2021 3.2612 0.0872 -0.01 0.00 0.01 0.088
H 5.4356 0.7703 -1.2380 0.00 0.00 0.00 0.109
H 4.3427 -0.6176 -1.0480 0.00 0.00 0.00 0.095
H 5.1879 0.0510 0.3661 0.00 0.00 0.00 0.112
H 1.4108 2.7786 -0.7411 -0.03 0.00 -0.01 0.150
H 1.1442 1.9915 0.8519 0.00 -0.05 -0.02 0.132
H -1.5500 2.6121 -0.7563 0.02 -0.01 -0.01 0.155
H -1.1007 1.9762 0.8721 0.02 0.02 -0.01 0.102
H -3.2772 2.9333 0.3446 0.01 0.00 0.01 0.089
H -4.2185 2.0471 1.5560 -0.01 -0.01 0.00 0.110
H -4.9106 2.3971 -0.0372 0.00 0.00 0.00 0.110
H -4.1020 -1.0903 -0.5543 0.00 0.00 0.00 0.095
H -5.3646 0.1536 -0.6713 0.00 0.00 0.00 0.109
H -4.8587 -0.4479 0.9208 0.00 0.00 0.00 0.112
C 1.1916 -5.6459 -2.4902 0.01 0.00 0.00 0.002
N 0.2228 -5.0738 -1.5447 0.03 0.01 0.03 -0.171
C -0.8730 -5.9270 -1.0661 0.01 0.00 0.01 0.001
C 0.2028 -3.7978 -1.3225 -0.08 0.00 -0.11 -0.191
N 0.1847 -2.6615 -1.1242 0.05 0.00 0.10 0.021
H 1.6321 -6.5345 -2.0426 0.00 0.00 0.00 0.101
H 1.9760 -4.9222 -2.6928 0.00 0.00 0.00 0.100
H 0.6924 -5.9135 -3.4211 0.00 0.00 0.00 0.103
H -0.4470 -6.8239 -0.6211 0.00 0.00 0.00 0.101
H -1.5223 -6.2038 -1.8964 0.00 0.00 0.00 0.103
H -1.4485 -5.3954 -0.3134 0.00 0.00 0.00 0.099
C -0.6500 2.1736 8.4840 0.00 0.00 0.00 -0.026
C -0.4120 1.6306 7.1077 0.00 0.00 -0.01 -0.226
C 0.2718 0.4374 6.9120 0.00 0.00 0.00 0.011
C 0.4961 -0.0783 5.6455 0.01 -0.01 0.02 -0.190
C 1.2452 -1.3848 5.5353 0.00 0.01 -0.01 -0.042
C 0.0216 0.6378 4.5231 0.02 -0.02 0.00 -0.111
C 0.2757 0.0784 3.2096 -0.06 -0.14 0.05 -0.153
O -0.0044 0.5722 2.1189 0.05 0.05 0.05 -0.042
C -0.6811 1.8524 4.7068 -0.02 0.04 -0.01 -0.181
C -1.2342 2.6554 3.5602 0.02 0.01 0.03 -0.035
C -0.8823 2.3201 5.9897 0.00 0.00 0.00 0.005
H -0.2203 1.5307 9.2489 0.00 0.00 0.00 0.084
H -1.7195 2.2701 8.6768 0.00 0.00 0.00 0.095
H -0.2128 3.1680 8.5840 0.00 0.00 0.00 0.095
H 0.6379 -0.1072 7.7737 0.00 0.00 0.00 0.124
H 1.5131 -1.7389 6.5278 0.00 0.00 0.00 0.084
H 2.1698 -1.2821 4.9657 0.00 0.00 0.00 0.088
H 0.6433 -2.1630 5.0637 0.00 0.00 0.00 0.089
H 0.7654 -0.9066 3.2107 0.02 0.02 -0.01 0.122
H -0.4340 3.0226 2.9141 -0.02 0.00 -0.01 0.083
H -1.7870 3.5134 3.9382 -0.01 0.00 0.00 0.087
H -1.9036 2.0480 2.9478 -0.01 0.01 0.00 0.067
H -1.4224 3.2486 6.1347 0.00 0.00 0.00 0.128
```
Forces are in eV/Å.

***

Density functional theory data (the ωB97M-V functional and the def2-TZVPD basis) for C42H43As2F3N8O4PbS2 as an isolated structure.

* energy above the lowest of the compared OMol25 structures with the same formula, charge and spin: 119.8 kJ/mol
* total charge: -2
* largest force on an atom: 0.2 eV Å⁻¹
* HOMO: -2.14 eV
* E: -221113.0837 eV

Geometry as XYZ:
```
105
Properties=species:S:1:pos:R:3:forces:R:3:lowdin_charge:R:1
Pb -0.0293 0.1398 -0.4483 0.09 -0.04 0.01 1.325
O -0.3499 2.3891 -0.3890 -0.06 0.14 -0.01 -0.237
C -1.3533 3.1591 -0.6100 0.03 -0.09 -0.01 -0.382
C -1.1424 4.4130 -1.2514 -0.01 -0.02 0.02 -0.020
C -2.1791 5.2811 -1.4968 0.00 0.01 0.02 -0.130
C -3.4911 4.9728 -1.1084 0.01 0.00 0.00 -0.144
C -3.7147 3.7780 -0.4527 0.01 -0.01 0.00 -0.082
C -2.6893 2.8594 -0.2061 -0.01 0.00 0.04 -0.158
C -2.9949 1.6917 0.6039 0.01 0.02 -0.03 -0.114
N -2.2862 0.6311 0.6703 0.08 0.04 0.10 -0.101
N -2.6483 -0.1896 1.7690 -0.03 0.00 0.02 -0.315
C -0.5828 -0.6932 2.7438 -0.17 -0.14 -0.01 -0.674
O 0.3278 -0.0825 2.0081 0.03 0.05 0.03 -0.347
C -0.0191 -1.4066 3.9647 0.01 0.05 0.01 -0.164
C 1.1710 -0.9206 4.4987 -0.01 0.02 0.01 -0.029
C 1.7120 -1.4669 5.6548 0.00 0.00 -0.02 -0.096
C 1.0714 -2.5190 6.2944 0.00 -0.02 -0.01 -0.124
C -0.1098 -3.0192 5.7623 0.01 -0.01 -0.01 -0.106
C -0.6499 -2.4662 4.6102 0.01 -0.02 -0.04 -0.065
H -0.1204 4.6346 -1.5374 -0.01 0.01 -0.01 0.115
H -1.9769 6.2199 -2.0033 0.00 -0.01 0.00 0.092
H -4.3048 5.6613 -1.3007 0.00 0.00 0.00 0.077
H -4.7159 3.5309 -0.1080 0.00 0.00 0.00 0.099
H -3.8833 1.7513 1.2394 0.00 0.00 0.02 0.122
H 1.6606 -0.1054 3.9834 0.01 -0.01 0.00 0.102
H 2.6401 -1.0715 6.0530 -0.01 0.00 0.00 0.092
H 1.4939 -2.9538 7.1934 0.00 0.00 0.00 0.085
H -0.6120 -3.8510 6.2442 0.00 0.00 0.00 0.091
H -1.5685 -2.8615 4.1968 0.00 0.00 0.00 0.079
N -4.7221 -0.0715 -1.9323 0.03 -0.02 0.00 0.032
C -3.3649 -0.2661 -2.1635 -0.06 0.04 0.04 -0.957
S -2.6884 -1.7735 -1.7364 -0.07 0.03 -0.06 0.451
N -2.7887 0.7732 -2.7314 0.07 -0.09 -0.03 -0.014
N -1.4396 0.6644 -2.8192 -0.06 0.10 -0.05 -0.015
C -0.8385 1.3615 -3.7128 -0.01 0.04 -0.04 -0.202
C -1.5324 2.2205 -4.7169 0.03 -0.02 0.02 -0.167
C -2.4600 3.1858 -4.3287 -0.02 0.00 -0.02 -0.019
C -3.0805 3.9821 -5.2789 0.01 -0.01 0.02 -0.083
C -2.8007 3.8174 -6.6301 0.00 0.01 -0.01 -0.119
C -1.8864 2.8517 -7.0261 0.01 -0.01 0.01 -0.107
C -1.2542 2.0647 -6.0725 0.00 0.01 -0.02 -0.046
C 0.6466 1.2767 -3.7513 -0.01 -0.02 0.01 -0.227
C 1.4108 2.3043 -4.3038 0.02 -0.01 -0.01 -0.015
C 2.7886 2.1877 -4.3105 -0.02 0.01 -0.01 -0.066
C 3.3722 1.0516 -3.7757 0.00 -0.01 0.00 -0.079
C 2.5369 0.0942 -3.2207 0.00 0.01 -0.01 -0.153
N 1.2128 0.1888 -3.2146 -0.02 0.00 -0.03 0.088
H -5.0761 -0.6745 -1.2075 -0.01 -0.01 0.00 0.048
H -4.9655 0.9057 -1.8404 0.01 0.00 -0.01 0.066
H -2.6925 3.3032 -3.2808 0.00 -0.01 0.00 0.086
H -3.7915 4.7334 -4.9557 0.00 0.00 -0.01 0.095
H -3.2935 4.4377 -7.3703 0.00 0.00 0.00 0.086
H -1.6624 2.7089 -8.0769 0.00 0.01 0.00 0.089
H -0.5328 1.3164 -6.3808 0.00 0.00 0.01 0.115
H 0.9267 3.1917 -4.6868 -0.01 0.00 0.00 0.114
H 3.4013 2.9910 -4.7008 0.00 0.00 0.01 0.105
H 4.4462 0.9300 -3.7348 0.00 0.00 0.00 0.099
H 2.9502 -0.7824 -2.7313 -0.01 0.01 0.00 0.092
C 4.9430 -2.8711 0.3256 0.01 -0.02 0.03 -0.325
As 3.1660 -2.0125 0.3922 -0.02 0.07 0.03 1.159
C 3.5797 -0.7433 1.8134 -0.01 -0.02 -0.01 -0.300
C 2.2817 -3.4308 1.4457 0.01 0.00 0.02 -0.411
C 2.7912 -3.8504 2.6714 0.00 0.00 -0.01 -0.125
C 2.1614 -4.8368 3.4154 -0.01 0.03 0.01 -0.107
C 0.9977 -5.4145 2.9322 -0.02 0.02 -0.01 -0.108
C 0.4824 -5.0111 1.7087 0.00 0.00 0.02 -0.122
C 1.1163 -4.0289 0.9474 -0.03 -0.02 -0.03 -0.424
As 0.3485 -3.3741 -0.7498 0.11 -0.02 0.00 1.051
C -1.1016 -4.6747 -0.9601 -0.02 0.01 -0.01 -0.376
C 1.6118 -4.2945 -1.9588 0.00 -0.06 0.03 -0.331
H 5.3028 -3.1179 1.3261 0.00 0.00 -0.01 0.009
H 5.6371 -2.1738 -0.1443 0.01 0.00 0.00 0.006
H 4.8909 -3.7828 -0.2708 0.00 0.01 -0.01 0.007
H 3.9090 -1.2487 2.7221 0.01 -0.01 0.02 0.014
H 2.6814 -0.1587 2.0006 0.00 -0.01 -0.01 -0.006
H 4.3638 -0.0876 1.4395 -0.01 0.00 0.02 0.007
H 3.6914 -3.3909 3.0646 0.00 0.01 0.01 0.084
H 2.5621 -5.1317 4.3781 0.00 0.01 0.01 0.094
H 0.4782 -6.1671 3.5150 0.00 0.00 0.00 0.093
H -0.4352 -5.4633 1.3539 0.00 0.00 -0.01 0.077
H -1.5126 -4.5223 -1.9584 0.00 0.00 0.01 -0.003
H -1.8942 -4.4591 -0.2440 0.00 0.00 0.00 0.002
H -0.7504 -5.7024 -0.8523 -0.01 -0.01 0.00 0.015
H 1.6819 -5.3568 -1.7194 0.01 -0.01 -0.01 0.015
H 2.5960 -3.8344 -1.8739 -0.02 0.00 -0.01 -0.021
H 1.2562 -4.1669 -2.9819 -0.01 -0.01 0.00 0.015
F 5.4241 2.6733 -1.6043 -0.01 -0.02 0.04 0.102
C 4.7262 1.9853 -0.6739 0.02 -0.03 -0.04 -0.524
F 5.1891 2.4053 0.5315 -0.01 -0.01 -0.02 0.106
F 5.1284 0.6956 -0.7956 -0.01 0.03 -0.03 0.082
C 3.1657 2.1856 -0.7893 -0.03 0.02 0.03 -0.626
O 2.8434 3.3016 -1.1880 0.01 -0.10 0.02 0.033
O 2.5192 1.1771 -0.4341 0.02 0.11 0.02 -0.138
S -1.8213 -1.7496 1.6887 0.08 0.02 0.04 0.830
C -1.8341 0.2315 3.0176 0.06 0.02 0.02 -0.527
N -2.6027 -0.0586 4.2105 0.01 0.00 -0.01 0.045
C -3.0848 1.2210 4.7206 0.01 0.00 0.01 -0.200
C -1.9036 2.1225 4.3983 -0.03 0.02 -0.02 -0.183
N -1.5374 1.6153 3.0893 -0.03 -0.06 -0.06 0.069
H -3.3438 -0.7094 3.9850 0.00 0.00 0.00 0.106
H -3.2978 1.1637 5.7898 0.00 0.00 0.00 0.101
H -3.9800 1.5842 4.1962 0.01 0.00 -0.01 0.105
H -1.1124 1.9973 5.1494 0.00 -0.02 0.00 0.110
H -2.1837 3.1773 4.3523 0.01 0.00 0.00 0.106
H -0.6077 1.8072 2.7311 0.00 0.03 -0.01 0.129
```
Forces are in eV/Å.

***

Q: The lowest energy above the lowest of the compared OMol25 structures with the same formula, charge and spin belongs to which entry?
A: C21H34N4O4Pt

***

Q: Which formula does entry 1 have?
A: C21H34N4O4Pt